Entry 1:
26
Properties=species:S:1:pos:R:3 method="wB97M-V/def2-TZVPD" fmax_ev_per_a=8.68 e_homo_ev=-9.483 homo_lumo_gap_ha=0.3674 smiles="CCCOC[C@H]1CCNC1=O"
C 3.7010 -0.8344 0.3049
C 2.1482 -0.2145 0.2966
C 2.1006 1.0323 -0.7692
O 0.7511 1.4511 -1.1781
C -0.1695 1.5690 -0.0340
C -1.2079 0.3069 0.1148
C -2.8179 0.6744 0.3530
C -3.3642 -0.8868 0.5052
N -2.6442 -1.5490 -0.6880
C -1.4089 -0.7518 -1.1197
O -0.7188 -0.9874 -2.2378
H 3.7237 -1.8595 0.9041
H 4.4544 -0.1036 0.8334
H 4.0196 -1.0228 -0.8273
H 1.8911 0.1667 1.3981
H 1.4486 -1.1194 0.0292
H 2.7509 1.9678 -0.4288
H 2.6375 0.6386 -1.7601
H 0.3898 1.8386 0.9857
H -0.8468 2.5264 -0.2587
H -0.8811 -0.3230 1.0467
H -3.3719 1.0138 -0.6456
H -3.0668 1.2404 1.3471
H -2.8082 -1.3615 1.4234
H -4.5201 -1.0628 0.5931
H -2.1900 -2.3494 -0.1880



Entry 2:
123
Properties=species:S:1:pos:R:3 method="wB97M-V/def2-TZVPD" fmax_ev_per_a=0.78 e_homo_ev="-4.244 / -4.259" homo_lumo_gap_ha="0.2611 / 0.2617" multiplicity=2 total_charge=-2
V -1.1428 -1.1637 1.6328
O -2.9969 -0.3629 4.0458
N -1.8377 0.1716 3.5317
C -1.8086 1.4266 3.7356
C -0.6533 2.3315 3.6778
C -0.9542 3.6199 4.1464
C 0.0237 4.5734 4.3454
C 1.3480 4.2477 4.0951
C 1.6546 2.9923 3.6040
C 0.6777 2.0226 3.3637
P 1.2440 0.4505 2.5797
C 2.4330 1.2293 1.4111
C 1.9290 2.2195 0.5678
C 2.7558 2.8733 -0.3313
C 4.1055 2.5559 -0.3997
C 4.6187 1.5804 0.4410
C 3.7874 0.9213 1.3386
C 2.3045 -0.2792 3.8680
C 2.2932 0.1194 5.2020
C 3.0531 -0.5622 6.1440
C 3.8348 -1.6429 5.7631
C 3.8295 -2.0637 4.4400
C 3.0534 -1.4010 3.5039
H -3.0955 -1.2330 3.6067
H -2.7170 1.8671 4.1418
H -1.9860 3.8612 4.3693
H -0.2456 5.5586 4.7041
H 2.1386 4.9666 4.2678
H 2.6868 2.7544 3.3784
H 0.8811 2.4878 0.6114
H 2.3371 3.6323 -0.9814
H 4.7553 3.0585 -1.1053
H 5.6679 1.3164 0.3907
H 4.2196 0.1696 1.9838
H 1.6882 0.9615 5.5140
H 3.0350 -0.2411 7.1781
H 4.4339 -2.1661 6.4978
H 4.4133 -2.9235 4.1365
H 2.9902 -1.7765 2.4868
F 2.8017 -5.6569 1.3989
C 1.4421 -5.6855 1.4569
F 1.1311 -6.9025 1.9397
F 1.0026 -5.6249 0.2082
C 0.9416 -4.5945 2.3590
C 1.2533 -4.7146 3.7008
C 0.8342 -3.7710 4.6265
C 0.1193 -2.6946 4.1496
N -0.1679 -2.5740 2.8597
C 0.1767 -3.4969 1.9360
S -0.4595 -3.1162 0.3743
H 1.8244 -5.5756 4.0262
H 1.0555 -3.8658 5.6785
H -0.2570 -1.9109 4.7954
N -6.5180 0.7506 -3.8916
C -7.8202 0.8729 -4.3180
C -8.5041 1.8743 -4.9967
C -9.8401 1.6412 -5.2697
C -10.4708 0.4515 -4.8781
C -9.7831 -0.5388 -4.2022
C -8.4360 -0.3238 -3.9178
N -7.5287 -1.1359 -3.2659
C -6.4064 -0.4695 -3.2665
C -5.1389 -0.9290 -2.6855
C -3.9392 -0.2672 -2.9352
C -2.7800 -0.7551 -2.3586
N -2.7453 -1.8174 -1.5626
C -3.8950 -2.4446 -1.3234
C -5.1104 -2.0485 -1.8656
H -5.7925 1.4402 -3.9601
H -8.0206 2.7942 -5.2997
H -10.4121 2.3934 -5.7981
H -11.5185 0.3107 -5.1116
H -10.2623 -1.4584 -3.8940
H -3.8774 0.6060 -3.5732
H -1.8324 -0.2622 -2.5456
H -3.8553 -3.2985 -0.6606
H -6.0151 -2.5885 -1.6280
F -1.9634 -5.6531 2.3836
Te -3.3250 -4.2993 1.9093
F -5.0414 -3.3406 1.6576
F -3.8522 -5.4481 0.3979
F -4.4386 -5.4540 2.8807
F -3.0068 -3.5199 3.7462
O -2.6512 -1.5437 1.7654
O 9.1459 0.2423 -1.6994
S 9.0676 0.6193 -3.0978
O 9.5149 -0.4018 -4.0327
O 9.5310 1.9627 -3.3914
C 7.2759 0.6866 -3.4496
N 6.8964 1.3921 -4.5152
C 5.5963 1.4163 -4.7667
C 4.6579 0.7663 -3.9828
C 5.1576 0.0500 -2.9013
N 6.4637 0.0109 -2.6463
C 4.2784 -0.6661 -1.9395
C 4.8220 -1.5489 -1.0123
C 3.9853 -2.1016 -0.0574
N 2.6864 -1.8254 0.0465
C 2.1639 -1.0220 -0.8743
C 2.9095 -0.4318 -1.8819
H 5.2833 1.9881 -5.6364
H 3.6048 0.8183 -4.2171
H 5.8831 -1.7572 -1.0288
H 4.3906 -2.7884 0.6813
H 1.1027 -0.8262 -0.7741
H 2.4252 0.2523 -2.5657
O -2.6574 1.3576 0.5824
C -1.5970 1.2007 0.0009
O -0.7185 0.2752 0.2565
C -1.1689 2.1518 -1.0928
C -1.8275 3.3640 -1.2328
C -1.4599 4.2870 -2.2176
C -0.4249 3.9260 -3.0454
O 0.1340 4.6412 -4.0744
C 1.1368 3.7952 -4.6427
O 1.2185 2.6119 -3.8578
C 0.2226 2.7109 -2.9159
C -0.1189 1.8036 -1.9519
H -2.6410 3.5782 -0.5526
H -1.9604 5.2394 -2.3249
H 2.0979 4.3116 -4.6208
H 0.8494 3.5354 -5.6654
H 0.4007 0.8664 -1.8305



Entry 3:
156
Properties=species:S:1:pos:R:3 method="wB97M-V/def2-TZVPD" fmax_ev_per_a=3.92 e_homo_ev="-7.899 / -8.207" homo_lumo_gap_ha="0.2879 / 0.2988" multiplicity=6
Mn 2.5156 0.0285 -1.8095
C -1.0304 -0.2380 1.0420
C -0.4382 0.4698 -0.1362
C -0.4281 1.9866 0.1130
O 0.7961 -0.1120 -0.5263
H -1.5367 -1.1830 0.8456
H -1.9297 0.3375 1.2614
H -0.4009 -0.1402 1.9264
H -1.1712 0.3857 -0.9386
H -1.3933 2.4654 0.2782
H 0.0151 2.4365 -0.7753
H 0.2145 2.3096 0.9320
C -1.2553 1.4689 -4.3671
F -1.0642 2.6510 -3.8082
F -1.8565 0.6467 -3.4735
F -1.9769 1.6532 -5.4937
S 0.5320 0.7004 -4.7987
O 0.9867 1.6922 -5.8183
O 1.3420 0.6776 -3.5611
O 0.4317 -0.6637 -5.2731
C 4.1621 3.8171 -0.5671
C 2.7232 3.4654 -0.8543
C 1.9518 4.6168 -1.4643
O 1.8064 5.5573 -0.4201
C 0.4731 5.6294 0.1540
N 2.8914 2.3283 -1.7470
H 4.8262 4.1578 -1.3615
H 4.6964 2.9996 -0.0831
H 4.1026 4.6325 0.1537
H 2.1845 3.1402 0.0357
H 0.9602 4.2181 -1.6784
H 2.4132 5.1016 -2.3245
H 0.1197 4.6555 0.4928
H -0.3352 5.9312 -0.5121
H 0.4480 6.2832 1.0257
H 2.0738 2.5100 -2.3116
H 3.4713 2.7970 -2.4283
C 2.5920 -3.4754 -0.7186
C 2.9727 -3.2980 -2.2139
C 2.5178 -4.4196 -3.1372
O 2.7193 -4.0178 -4.5138
C 2.5459 -4.9103 -5.5719
N 2.2432 -2.0547 -2.5409
H 2.8777 -4.5001 -0.4808
H 1.5718 -3.3656 -0.3508
H 3.2609 -2.7866 -0.2027
H 4.0476 -3.1503 -2.3180
H 1.4378 -4.5607 -3.0944
H 3.0645 -5.3418 -2.9405
H 3.1655 -5.7739 -5.3299
H 2.5681 -4.4455 -6.5576
H 1.5818 -5.3870 -5.3946
H 2.4124 -2.0860 -3.5361
H 1.2513 -2.2443 -2.5570
C -1.0521 -3.7229 2.7137
C -0.3262 -4.5795 3.6226
C 0.4726 -3.9498 4.7332
O -0.4514 -3.0334 5.4273
C 0.1484 -2.2556 6.4812
N -1.1676 -5.7082 3.9561
H -0.3832 -2.9535 2.3282
H -1.9636 -3.2573 3.0887
H -1.3055 -4.2162 1.7753
H 0.5683 -4.8979 3.0873
H 1.3525 -3.3724 4.4491
H 0.8202 -4.7479 5.3891
H -0.6362 -1.7530 7.0468
H 0.7391 -1.4301 6.0840
H 0.6975 -2.7476 7.2841
H -0.7335 -6.1615 4.7474
H -2.0888 -5.3907 4.2218
C 3.7665 2.7893 3.6938
C 2.5496 3.6493 3.4373
C 1.4363 3.5374 4.5195
O 1.0117 2.2329 4.9908
C 0.5507 1.2736 3.9562
N 3.1197 4.9907 3.4816
H 3.7553 2.6315 4.7722
H 4.7303 3.2350 3.4476
H 3.6801 1.8920 3.0809
H 2.1326 3.2987 2.4932
H 0.5271 4.1044 4.3198
H 1.7962 3.9963 5.4404
H 0.0296 0.4374 4.4223
H 1.3383 0.8744 3.3171
H -0.1622 1.7418 3.2776
H 3.4047 4.9685 4.4503
H 3.9858 4.9449 2.9641
C -6.2458 0.4457 3.3361
C -5.1908 -0.4501 2.7313
C -4.6585 -1.4610 3.7270
O -4.1602 -0.7974 4.9041
C -2.7976 -0.5443 4.8227
N -5.5388 -1.0066 1.4574
H -6.9999 0.8640 2.6695
H -5.6210 1.2569 3.7101
H -6.7011 0.0079 4.2244
H -4.3467 0.1423 2.3782
H -3.8438 -2.0523 3.3090
H -5.4809 -2.1208 4.0037
H -2.3803 -0.3675 3.8313
H -2.3737 -1.5056 5.1132
H -2.5270 0.2768 5.4865
H -6.2538 -1.7114 1.5671
H -4.7720 -1.3741 0.9124
C -4.1081 3.4519 -4.7306
C -4.5779 4.1547 -3.4875
C -3.9005 3.4976 -2.2830
O -4.5891 3.8812 -1.1577
C -4.3051 3.1560 0.0553
N -4.4050 5.6152 -3.4371
H -4.1422 2.3655 -4.6497
H -3.0704 3.7602 -4.8581
H -4.8195 3.7103 -5.5149
H -5.6284 3.9031 -3.3420
H -2.8288 3.5912 -2.4586
H -4.0252 2.4203 -2.3918
H -4.2712 2.0676 0.0053
H -5.1344 3.4826 0.6828
H -3.3025 3.3758 0.4220
H -4.4699 6.0025 -2.5066
H -4.9489 6.1920 -4.0629
C 6.7218 -0.3165 -3.0513
C 5.3892 -0.4890 -2.4191
C 5.3560 -0.2033 -0.9671
O 4.0043 -0.2334 -0.4407
C 3.7829 -0.3353 0.9772
N 4.3811 0.3136 -3.0362
H 7.3783 -1.1766 -2.9198
H 7.2320 0.6321 -2.8838
H 6.5233 -0.2357 -4.1200
H 5.0550 -1.5260 -2.4523
H 5.8728 0.6929 -0.6238
H 6.0306 -0.9535 -0.5544
H 3.0119 0.3865 1.2466
H 4.6295 -0.1224 1.6299
H 3.2898 -1.3017 1.0829
H 4.6739 1.2717 -3.1640
H 4.2555 -0.0076 -3.9854
C -1.7875 -4.1458 -3.6019
C -1.9944 -2.9653 -2.5977
C -2.4603 -3.5940 -1.2382
O -3.7168 -4.1942 -1.2883
C -4.3447 -4.2570 -0.0301
N -0.6027 -2.4414 -2.5268
H -2.2675 -3.9373 -4.5580
H -2.1158 -5.1600 -3.3744
H -0.7910 -4.4365 -3.9344
H -2.7158 -2.2151 -2.9214
H -2.5520 -2.6749 -0.6594
H -1.6954 -4.2200 -0.7786
H -3.7387 -4.8068 0.6901
H -5.4013 -4.5236 -0.0505
H -4.4842 -3.3272 0.5214
H -0.4140 -1.9993 -3.4150
H -0.5807 -1.7450 -1.7955



Entry 4:
13
Properties=species:S:1:pos:R:3 method="wB97M-V/def2-TZVPD" fmax_ev_per_a=7.30 e_homo_ev=-10.095 homo_lumo_gap_ha=0.3669
C -0.2537 0.8334 -0.4701
C 0.5607 0.3265 0.6976
C -0.1145 -0.6605 -0.0881
C -1.4820 -1.1761 0.1920
H -2.0509 1.3668 -0.8300
H 0.3184 1.1874 -1.2852
H 0.3646 0.4817 1.8783
H 2.3876 0.7223 -0.2993
H 1.5812 -1.7662 -0.1396
N -2.6480 -1.2289 0.5286
O -1.4471 1.4847 -0.1177
O 1.9405 0.0048 0.6447
O 0.8432 -1.5760 -0.7111



Entry 5:
126
Properties=species:S:1:pos:R:3 method="wB97M-V/def2-TZVPD" fmax_ev_per_a=3.23 e_homo_ev=-9.762 homo_lumo_gap_ha=0.3705 smiles="COP(=O)(OC)OC.COP(=O)(OC)OC.COP(=O)(OC)OC.COP(=O)(OC)OC.COP(=O)(OC)OC.COP(=O)(OC)OC.CO.CO.CO.CO"
C -7.5263 17.0490 5.8499
O -7.0250 16.0264 4.9791
P -6.9720 14.5135 5.5980
O -8.2485 13.9970 6.0870
O -6.3238 13.6698 4.3739
C -6.1770 12.2911 4.4598
O -5.7825 14.6065 6.7161
C -4.4531 15.0090 6.3517
H -6.7570 17.7909 6.0630
H -7.8546 16.6954 6.8275
H -8.3451 17.5489 5.3332
H -6.6042 11.8024 3.5847
H -6.6648 11.8472 5.3287
H -5.1086 12.1088 4.5786
H -4.0152 14.1169 5.9026
H -3.9589 15.3232 7.2691
H -4.4389 15.7629 5.5647
C -13.0659 16.7793 10.8592
O -12.0120 16.6622 11.8109
P -10.6582 17.5235 11.7972
O -9.9019 17.5762 13.0867
O -11.1170 18.9496 11.2213
C -10.3961 20.1340 11.5101
O -9.8500 16.8486 10.5109
C -8.5938 17.3451 10.1420
H -13.7717 15.9499 10.9069
H -12.7017 16.8024 9.8324
H -13.7085 17.6312 11.0818
H -10.0819 20.6399 10.5968
H -9.5053 19.9332 12.1054
H -11.0730 20.8063 12.0375
H -8.6157 18.1627 9.4201
H -7.9767 16.5393 9.7444
H -8.0254 17.7405 10.9859
C -14.0361 20.4221 10.5932
O -13.7958 19.9256 11.9192
P -14.7070 20.4135 13.2103
O -16.2035 20.4246 13.0729
O -14.0516 21.8191 13.6860
C -14.6226 22.4945 14.8073
O -14.0782 19.4537 14.3624
C -14.3786 18.0715 14.3998
H -13.1629 20.9764 10.2463
H -14.7504 21.2422 10.5091
H -14.2793 19.5757 9.9527
H -15.4334 23.1711 14.5359
H -13.9295 23.1003 15.3896
H -15.0714 21.7168 15.4258
H -14.9348 17.6174 13.5794
H -14.7953 17.7969 15.3682
H -13.4209 17.5564 14.3090
C -12.3803 23.7773 6.5561
O -11.2139 23.0139 6.2617
P -10.6853 21.8993 7.3130
O -9.3234 21.4196 7.0846
O -10.8636 22.6333 8.7513
C -10.1275 23.8395 8.9281
O -11.8712 20.7654 7.2780
C -11.5948 19.5153 7.8713
H -12.0229 24.8048 6.6216
H -13.0371 23.5219 7.3874
H -13.0557 23.7250 5.7018
H -10.8112 24.6641 9.1312
H -9.4824 24.1066 8.0916
H -9.5830 23.6705 9.8570
H -11.3047 18.8320 7.0736
H -12.5221 19.1779 8.3336
H -10.8574 19.5978 8.6692
C -6.3423 21.9187 13.6792
O -5.0930 21.2148 13.8505
P -4.8578 19.8477 12.9461
O -5.4685 19.9278 11.6161
O -3.2496 19.6284 13.0815
C -2.5728 19.0316 12.0136
O -5.3469 18.6062 13.8160
C -6.6876 18.4066 14.1163
H -6.9685 21.7079 14.5451
H -6.7562 21.6478 12.7076
H -6.1770 22.9900 13.5632
H -1.8982 19.7984 11.6286
H -3.1864 18.6958 11.1781
H -1.8578 18.2748 12.3367
H -7.0620 17.4765 13.6877
H -7.3136 19.2132 13.7333
H -6.8856 18.3321 15.1855
C -9.9180 13.9093 10.3943
O -11.2781 14.1895 10.0895
P -12.2711 13.0228 9.5992
O -13.5766 13.5796 9.1573
O -11.4200 12.2189 8.4669
C -11.2071 12.6705 7.1499
O -12.2793 12.0972 10.8808
C -13.0429 10.8749 10.9396
H -9.2806 14.4330 9.6813
H -9.6650 12.8514 10.3209
H -9.5420 14.2474 11.3599
H -10.2695 12.3110 6.7263
H -11.0815 13.7534 7.1232
H -12.0185 12.3361 6.5036
H -13.6454 10.9409 11.8463
H -12.3792 10.0497 11.1967
H -13.7281 10.6533 10.1225
C -10.7966 19.3747 15.7720
O -9.4755 19.2590 15.2036
H -10.9117 20.2613 16.3952
H -11.4609 19.4775 14.9134
H -11.0496 18.5126 16.3900
H -9.5367 18.6860 14.4325
C -5.1455 17.3641 9.1043
O -4.7518 18.0745 7.9334
H -4.2540 17.1060 9.6758
H -5.8159 17.9190 9.7617
H -5.6963 16.4842 8.7682
H -5.3514 18.8153 7.8095
C -16.1919 17.9996 8.4975
O -15.0055 17.7435 7.7279
H -16.5967 19.0000 8.3450
H -16.9041 17.2264 8.2104
H -16.0005 17.9789 9.5716
H -14.9956 16.7968 7.5681
C -6.4684 20.6225 8.6656
O -7.0714 19.9397 7.6295
H -5.4154 20.3685 8.7887
H -6.5193 21.7014 8.5120
H -6.9442 20.3468 9.6081
H -7.8368 20.3740 7.2410



Entry 6:
40
Properties=species:S:1:pos:R:3 method="wB97M-V/def2-TZVPD" fmax_ev_per_a=0.99 e_homo_ev=-10.171 homo_lumo_gap_ha=0.3604
Xe 0.5820 -0.4748 -0.1178
O 2.0472 1.9206 1.7638
H 2.5939 1.1492 1.9134
H 2.6676 2.6475 1.7092
O -3.0811 0.3879 -2.1114
H -3.8956 -0.0237 -2.4002
H -2.4096 -0.2777 -2.2612
O -2.9755 -1.8992 1.7248
H -2.9479 -0.9760 1.4734
H -2.1626 -2.0403 2.2100
O -1.0416 0.7661 3.7084
H -0.3513 0.1174 3.5707
H -0.9970 1.3313 2.9372
O 0.4919 3.3745 -0.4097
H 0.5766 4.2239 0.0234
H 1.1545 2.8248 0.0085
O 0.0887 -3.7852 -1.5758
H 0.5920 -4.3827 -2.1288
H -0.0008 -4.2475 -0.7424
O -2.9619 -3.1206 -0.9362
H -2.2072 -2.7043 -1.3527
H -2.9831 -2.7509 -0.0536
O 1.7912 2.6806 -2.9765
H 1.4196 3.0914 -2.1959
H 1.3891 1.8124 -3.0053
O 0.3426 0.2181 -3.8520
H 0.9457 -0.2755 -4.4078
H -0.2677 0.6281 -4.4649
O -1.2982 2.4426 1.4447
H -1.9314 2.1167 0.8051
H -0.5108 2.6243 0.9317
O 1.3557 -0.9106 3.8041
H 1.8968 -0.1835 3.4960
H 1.5962 -1.0154 4.7246
O -1.2486 -1.6036 -2.6432
H -0.6078 -0.9719 -2.9697
H -0.7268 -2.2526 -2.1712
O 4.1031 0.1419 2.1774
H 3.9925 -0.7252 1.7875
H 4.9793 0.1219 2.5623



Entry 7:
7
Properties=species:S:1:pos:R:3 method="wB97M-V/def2-TZVPD" fmax_ev_per_a=2.81 e_homo_ev=-3.204 homo_lumo_gap_ha=0.2302 total_charge=-1
C -1.4133 -0.4919 2.0306
C 0.6729 0.1077 -1.1970
O -2.3700 0.1238 2.0472
O -0.3752 -0.9936 2.0743
Br 1.5870 -1.4197 -2.1514
Br -0.2416 1.2511 -2.5170
I 2.1403 1.4226 -0.2868